Record 1
Below is a 3-piece molecular cluster, C40H68ClFNO13P2 overall at a distorted geometry, with properties calculated with ωB97M-V with the def2-TZVPD basis set.

Summary:
* strongest force on any atom: 7.52 eV/Å
* calculated total energy: -3840.2954 Eh
* E_LUMO: -4.0772 eV
* net charge: +1
* HOMO: -11.56 eV

```
126
Properties=species:S:1:pos:R:3:forces:R:3:mulliken_charge:R:1
C -0.337 -4.845 0.336 0.5 -0.5 -0.4 -1.240
C 0.756 -4.507 -0.728 0.1 0.0 0.3 -0.323
C 1.402 -3.112 -0.511 -0.8 0.0 -0.8 -0.577
C 0.442 -2.044 -1.122 0.7 0.1 0.6 -0.889
C 1.145 -0.679 -1.426 -0.6 -0.7 -0.2 0.749
C 0.812 -0.164 -2.869 0.5 0.6 0.5 -2.178
C -0.334 0.843 -2.962 -1.2 0.0 -0.6 0.772
C -1.504 0.622 -3.730 0.2 -0.4 0.6 0.326
C -1.531 -0.718 -4.500 -0.2 1.3 -0.3 0.133
O -1.043 -0.752 -5.591 -0.6 -0.7 0.8 -0.518
O -2.139 -1.802 -3.905 0.8 0.4 -0.3 -0.265
Cl -2.509 -1.572 -2.278 -0.2 -0.2 0.0 0.063
C -2.558 1.579 -3.829 0.5 -0.3 0.2 0.496
C -3.801 1.358 -4.701 -0.3 -0.3 -0.2 -0.881
C -4.508 0.015 -4.535 0.3 -0.8 -0.6 0.348
C -4.428 -0.895 -5.602 0.1 0.2 -0.6 -0.809
C -5.001 -2.152 -5.557 -0.6 -0.7 0.6 -0.783
C -5.687 -2.555 -4.401 0.3 0.6 -0.2 -0.676
C -5.794 -1.649 -3.346 -0.1 -0.6 -0.1 -0.781
C -5.214 -0.378 -3.396 -0.2 0.6 0.5 1.262
C -5.360 0.561 -2.197 -0.3 -0.9 -0.1 -1.038
C -2.376 2.758 -3.117 -1.0 0.8 -0.5 -0.086
C -3.371 3.916 -3.132 -0.3 0.7 0.6 0.461
C -4.001 4.241 -1.752 0.0 0.6 -0.2 -1.527
F -2.717 5.067 -3.590 0.1 -0.5 -0.1 -0.365
N -1.259 2.961 -2.382 0.3 -1.1 0.0 0.458
O -1.083 4.129 -1.680 -0.5 0.0 -0.1 -0.360
C -0.260 2.070 -2.288 1.7 -0.7 0.3 0.491
C 0.968 2.446 -1.468 -0.7 1.1 0.1 -1.385
C 0.712 2.462 0.079 0.7 -0.1 0.2 -0.720
C 1.958 1.932 0.865 -0.2 0.2 -0.3 -0.830
C 2.822 3.059 1.439 0.6 -1.0 0.0 -0.994
O 2.083 3.770 2.438 -0.1 1.0 -0.3 -0.158
C 2.791 4.838 2.940 0.9 0.4 0.8 0.606
C 2.012 6.081 3.387 0.3 -0.5 -0.3 -0.858
O 3.992 4.793 3.056 -0.7 -0.1 -0.5 -0.533
H -0.687 -3.963 0.891 0.1 -0.3 -0.2 0.307
H 0.114 -5.572 1.031 -0.4 0.4 0.0 0.370
H -1.197 -5.352 -0.129 0.2 0.3 0.2 0.278
H 1.533 -5.289 -0.703 -0.3 0.3 0.0 0.302
H 0.311 -4.555 -1.736 0.2 0.1 0.3 0.294
H 1.561 -2.945 0.567 0.1 0.1 -0.4 0.235
H 2.356 -3.012 -1.060 -0.2 -0.3 0.4 0.301
H 0.031 -2.475 -2.049 0.1 0.2 0.3 0.139
H -0.391 -1.869 -0.420 0.2 -0.2 -0.4 0.243
H 0.831 0.013 -0.636 0.3 0.0 -0.4 -0.264
H 2.237 -0.813 -1.370 -0.4 0.1 0.1 0.532
H 1.704 0.363 -3.257 -0.4 -0.2 0.0 0.641
H 0.684 -1.044 -3.514 -0.2 0.4 0.1 0.719
H -4.564 2.137 -4.573 0.5 -0.1 0.1 0.206
H -3.485 1.428 -5.757 0.0 0.0 0.4 0.499
H -3.894 -0.621 -6.520 -0.1 0.0 0.4 0.368
H -4.956 -2.870 -6.379 0.2 0.5 0.1 0.396
H -6.131 -3.548 -4.326 0.1 0.3 0.0 0.419
H -6.336 -1.995 -2.460 0.2 0.4 -0.2 0.338
H -5.905 0.003 -1.418 0.3 0.4 -0.1 0.428
H -5.981 1.440 -2.427 0.4 -0.1 0.0 0.266
H -4.365 0.835 -1.813 -0.4 0.2 0.0 0.124
H -4.185 3.762 -3.848 0.5 -0.2 0.2 0.446
H -5.098 4.233 -1.833 0.4 -0.4 0.3 0.327
H -3.743 5.286 -1.508 0.0 -0.4 -0.2 0.398
H -3.641 3.619 -0.920 -0.4 -0.1 -0.3 0.365
H -1.476 3.952 -0.807 0.1 0.2 0.0 0.342
H 1.197 3.488 -1.757 0.1 -0.5 0.0 0.553
H 1.843 1.845 -1.724 -0.5 -0.1 0.0 0.589
H -0.192 1.893 0.363 0.3 0.2 -0.2 0.500
H 0.574 3.510 0.396 -0.2 -0.4 -0.1 0.635
H 1.649 1.217 1.646 0.1 0.5 -0.1 0.348
H 2.619 1.356 0.193 -0.3 0.2 0.2 0.373
H 3.179 3.762 0.663 -0.4 -0.2 0.2 0.334
H 3.735 2.597 1.852 -0.4 0.3 0.1 0.473
H 1.373 5.841 4.248 -0.1 0.1 -0.4 0.200
H 2.765 6.823 3.683 -0.3 -0.4 0.0 0.334
H 1.452 6.518 2.547 -0.1 -0.4 0.4 0.257
O 5.839 -5.073 -0.707 1.4 3.0 -1.8 -0.774
P 6.390 -5.752 -1.923 -1.8 -7.1 1.6 1.211
O 5.037 -6.411 -2.586 0.4 0.9 -0.3 -0.406
C 4.089 -5.548 -3.201 -0.2 0.1 -0.2 -0.138
C 4.594 -5.008 -4.527 0.1 0.1 0.0 -1.134
O 6.999 -7.086 -1.176 0.5 0.6 -0.4 -0.373
C 7.303 -7.105 0.219 -0.1 -0.2 0.3 -0.329
C 6.186 -7.783 0.986 -0.2 -0.1 0.0 -1.112
O 7.282 -6.075 -3.273 -0.4 2.5 0.9 -0.365
C 8.480 -6.869 -3.290 0.8 0.0 -0.2 -0.117
C 8.145 -8.304 -3.635 -0.4 -0.1 -0.1 -1.108
H 3.833 -4.730 -2.517 0.0 0.0 0.0 0.122
H 3.185 -6.136 -3.368 0.1 -0.1 0.1 0.351
H 5.448 -4.342 -4.377 0.0 0.0 0.0 0.256
H 3.810 -4.447 -5.039 0.0 0.0 0.0 0.429
H 4.928 -5.821 -5.171 -0.1 0.0 0.0 0.272
H 7.503 -6.104 0.598 -0.2 0.0 -0.1 0.347
H 8.226 -7.679 0.338 0.0 0.0 -0.2 0.357
H 5.224 -7.305 0.797 0.1 0.2 0.0 0.254
H 6.383 -7.760 2.060 0.0 0.0 0.0 0.393
H 6.090 -8.823 0.671 0.1 0.0 0.0 0.289
H 9.032 -6.784 -2.357 -0.2 -0.1 0.1 0.251
H 9.121 -6.458 -4.073 -0.2 0.2 0.0 0.346
H 7.415 -8.729 -2.949 0.1 0.1 0.1 0.287
H 9.044 -8.922 -3.613 0.0 0.1 0.0 0.379
H 7.707 -8.361 -4.633 0.1 0.0 0.0 0.309
O -1.854 6.046 5.738 -2.4 2.1 -2.1 -0.772
P -3.162 5.434 6.135 2.5 -5.2 4.8 1.134
O -3.177 5.664 7.756 -0.5 0.6 -0.8 -0.340
C -3.378 6.985 8.264 -0.1 0.3 0.2 -0.338
C -4.813 7.445 8.088 0.0 -0.1 -0.1 -0.980
O -2.682 3.855 6.093 -0.6 0.3 -0.6 -0.325
C -1.541 3.435 5.354 0.3 -0.2 0.2 -0.380
C -0.355 3.266 6.280 0.1 0.0 0.1 -1.239
O -4.748 4.971 6.120 0.9 2.1 -1.4 -0.325
C -5.227 3.711 5.628 -0.5 -0.3 -0.5 -0.094
C -5.349 2.722 6.767 0.1 0.1 0.4 -1.114
H -2.684 7.679 7.780 0.0 -0.1 0.0 0.287
H -3.129 6.955 9.325 0.1 -0.2 -0.1 0.317
H -5.057 7.568 7.029 0.0 0.1 0.0 0.261
H -4.975 8.400 8.588 0.0 0.0 0.0 0.405
H -5.506 6.708 8.496 0.0 0.0 0.1 0.240
H -1.320 4.121 4.536 0.0 0.1 0.1 0.349
H -1.787 2.470 4.899 -0.1 0.0 0.1 0.352
H -0.150 4.178 6.842 -0.1 0.1 -0.2 0.294
H 0.542 2.994 5.720 0.0 0.0 0.0 0.369
H -0.557 2.485 7.014 0.0 0.0 -0.1 0.350
H -4.608 3.335 4.815 0.2 0.0 0.1 0.215
H -6.220 3.891 5.208 0.1 0.2 0.0 0.356
H -4.408 2.593 7.297 0.1 0.0 -0.2 0.284
H -5.676 1.750 6.396 -0.1 0.1 -0.1 0.375
H -6.074 3.078 7.501 -0.1 0.0 -0.1 0.313
```
Positions in Å, forces in eV/Å.

---

Record 2
Below is C31H34MoN4O2S3 as an isolated structure, with properties calculated with ωB97M-V with the def2-TZVPD basis set.

Summary:
* strongest force on any atom: 0.49 eV/Å
* calculated total energy: -2833.3771 Eh
* E_LUMO (spin up / spin down): -7.7836 / -8.0158 eV
* net charge: +2
* energy above the lowest of the compared OMol25 structures with the same formula, charge and spin: 0.000 eV
* HOMO (spin up / spin down): -12.57 / -12.52 eV
* spin multiplicity: 3
* expectation value of S²: 2.031

```
75
Properties=species:S:1:pos:R:3:forces:R:3:mulliken_charge:R:1
Mo -0.362 0.199 0.018 0.2 0.4 0.0 -0.970
O 2.916 -5.860 1.202 0.0 0.0 0.0 -0.682
C 2.834 -5.252 0.138 -0.1 0.2 0.0 0.399
O 3.008 -5.512 -1.061 0.1 -0.2 0.0 -0.660
C 2.287 -3.804 0.272 -0.1 0.1 0.2 -0.510
C 1.412 -3.483 1.312 0.1 -0.1 0.0 -1.016
C 0.747 -2.283 1.279 0.0 0.1 0.0 0.330
N 0.978 -1.387 0.301 0.0 0.0 0.0 0.116
C 1.956 -1.618 -0.602 0.0 0.1 0.1 0.118
C 2.596 -2.828 -0.675 0.0 -0.1 0.0 -0.549
C 2.282 -0.400 -1.343 0.0 0.0 0.0 0.812
C 3.387 -0.253 -2.158 0.0 0.0 0.0 -0.697
C 3.718 1.009 -2.623 0.0 0.0 0.0 -0.745
C 2.945 2.097 -2.237 0.0 0.0 0.0 -0.869
C 1.826 1.877 -1.464 0.0 0.0 0.0 -0.589
N 1.473 0.650 -1.048 0.0 -0.2 0.0 0.520
C -0.122 -1.739 2.328 0.0 0.0 0.0 0.761
C -0.429 -2.420 3.491 0.0 0.0 0.0 -0.615
C -1.106 -1.760 4.501 0.0 0.0 0.0 -0.691
C -1.444 -0.425 4.324 0.0 0.0 0.0 -0.994
C -1.145 0.181 3.125 0.0 0.0 0.0 -0.084
N -0.517 -0.456 2.118 0.0 0.0 0.0 0.481
H 1.308 -4.216 2.103 0.0 0.0 0.0 0.592
H 3.305 -3.086 -1.451 0.0 0.0 0.0 0.515
H 4.000 -1.114 -2.385 0.0 0.0 0.0 0.540
H 4.588 1.147 -3.250 0.0 0.0 0.0 0.494
H 3.199 3.106 -2.532 0.0 0.0 0.0 0.508
H 1.186 2.689 -1.148 0.0 0.0 0.0 0.623
H -0.113 -3.446 3.608 0.0 0.0 0.0 0.513
H -1.345 -2.272 5.423 0.0 0.0 0.0 0.499
H -1.938 0.142 5.100 0.0 0.0 0.0 0.489
H -1.418 1.212 2.965 0.0 0.0 0.0 0.299
C -1.388 3.899 -2.524 0.0 0.1 0.0 -0.824
C -0.900 2.587 -3.113 0.0 -0.1 0.0 -1.236
S -1.288 1.006 -2.293 0.0 0.1 0.0 0.617
C -3.068 1.141 -2.024 0.0 0.0 0.0 -1.115
C -3.518 1.871 -0.756 0.0 0.1 0.0 -1.215
S -2.343 1.770 0.628 -0.1 -0.1 0.0 0.345
C -2.046 3.476 1.210 0.0 -0.1 0.0 -0.811
C -1.934 4.584 0.180 0.0 0.0 0.0 -0.987
S -0.571 4.423 -0.989 0.0 -0.1 0.0 -0.065
H -2.466 3.900 -2.378 0.0 0.0 0.0 0.303
H -1.185 4.669 -3.269 0.0 0.0 0.0 0.568
H 0.178 2.581 -3.262 0.0 0.0 0.0 0.555
H -1.340 2.457 -4.104 0.0 0.0 0.0 0.624
H -3.429 0.115 -2.022 0.0 0.0 0.0 0.288
H -3.479 1.630 -2.909 0.0 0.0 0.0 0.788
H -4.447 1.433 -0.395 0.0 0.0 0.0 0.641
H -3.700 2.927 -0.938 0.0 0.0 0.0 0.497
H -1.119 3.395 1.780 0.0 0.0 0.0 0.489
H -2.855 3.690 1.909 0.0 0.0 0.0 0.525
H -1.759 5.505 0.738 0.0 0.0 0.0 0.484
H -2.861 4.745 -0.368 0.0 0.0 0.0 0.511
C 0.327 -3.839 -4.184 0.0 0.0 0.0 -1.041
N 0.266 -3.312 -2.828 0.0 0.0 0.0 0.521
C -0.017 -4.365 -1.861 -0.1 0.0 0.0 -1.204
C -0.427 -2.045 -2.695 0.0 0.0 0.0 -0.785
C -1.628 -2.035 -1.777 0.0 0.0 0.0 1.381
C -2.704 -2.869 -2.080 0.0 0.0 0.0 -0.653
C -3.812 -2.957 -1.256 0.0 0.0 0.0 -0.977
C -3.866 -2.208 -0.087 0.0 0.0 0.0 -0.954
C -2.823 -1.354 0.229 0.0 -0.1 -0.1 -1.318
C -1.705 -1.241 -0.621 0.0 -0.2 0.1 2.527
H 1.052 -4.651 -4.213 0.0 0.0 0.0 0.340
H 0.659 -3.067 -4.878 0.0 0.0 0.0 0.380
H -0.639 -4.234 -4.531 0.0 0.0 0.0 0.330
H 0.832 -5.048 -1.821 0.0 0.0 0.0 0.335
H -0.920 -4.940 -2.107 0.0 0.0 0.0 0.444
H -0.160 -3.945 -0.866 0.0 0.0 0.0 0.315
H -0.747 -1.705 -3.685 0.0 0.0 0.0 0.862
H 0.269 -1.271 -2.346 0.0 0.0 0.0 -0.473
H -2.655 -3.469 -2.981 0.0 0.0 0.0 0.583
H -4.627 -3.620 -1.515 0.0 0.0 0.0 0.452
H -4.714 -2.292 0.581 0.0 0.0 0.0 0.502
H -2.902 -0.786 1.148 0.0 0.0 0.0 0.514
```
Positions in Å, forces in eV/Å.